ORCA calculation (wB97M-V/def2-TZVPD) on C20H22ClN3O2S as an isolated structure.

Properties
Energy above the lowest of the compared OMol25 structures with the same formula, charge and spin in kcal/mol: 344.4
LUMO in hartree: 0.004
Total charge: 0

Geometry (Å):
H (7.1486, 0.0408, 4.0154)
H (-7.7048, 2.8630, -1.4363)
S (-0.6543, -3.0735, -2.3135)
H (5.8243, -1.5573, 0.1519)
O (6.5315, -0.9879, 2.6173)
C (-4.3787, 2.9082, -1.6920)
C (-0.4227, 1.0245, -1.4960)
C (-3.9474, 2.0961, -0.5265)
C (0.1194, 0.1537, -0.5532)
H (4.0628, -1.8803, -1.4369)
C (-5.7814, 2.9921, -2.0807)
H (1.0217, -1.6136, 1.1861)
C (2.9361, -1.2529, 2.1289)
C (4.8332, -1.5645, 0.4307)
H (-3.4474, -0.0925, -1.5368)
H (1.3173, 0.3480, -0.8528)
H (-2.0904, -2.0915, -0.9240)
C (-5.0061, 1.7157, 0.3177)
H (1.9167, -2.5418, -2.0220)
H (8.3822, -1.0043, 3.1367)
C (0.1842, -1.9563, -1.2457)
N (-1.8405, 1.3160, -1.5547)
C (-2.4537, -0.2134, -1.6565)
N (-0.4119, -1.1054, -0.6145)
C (5.2355, -1.1810, 3.0329)
H (-2.2620, 1.3283, 0.5370)
C (3.8163, -1.7721, -0.5126)
H (-6.1002, 3.3896, -3.1145)
C (-2.5175, 1.9350, -0.5659)
H (-3.6275, 3.1837, -2.4276)
H (7.1965, -1.7399, 4.2446)
H (-7.1267, 1.3613, 0.8430)
Cl (-4.4899, 0.8669, 1.6937)
H (2.5481, -1.3927, 3.0000)
C (7.3608, -1.0465, 3.6270)
H (-2.1581, 2.9191, -0.2562)
H (-0.2269, 0.9338, -2.5682)
C (2.1572, -1.6658, 0.9158)
N (1.6358, -2.1425, -1.2531)
C (-6.6183, 2.6783, -1.1809)
C (-6.2830, 1.9122, -0.1081)
C (2.5270, -1.9747, -0.4284)
H (-0.1319, 0.4045, 0.5882)
H (-2.1266, -0.6975, -2.5906)
C (-1.9289, -1.0510, -0.8026)
O (4.8672, -1.0488, 4.2692)
C (4.3572, -1.3346, 1.7151)
H (-0.1090, 2.3504, -1.1981)
H (-2.1339, -0.7393, 0.4974)